No. 1
A cluster of 6 separate species, C23H42BrFN6O in total at a distorted geometry. Source: the Open Molecules 2025 dataset; level of theory: the ωB97M-V functional and the def2-TZVPD basis.

```
74
C23H42BrFN6O, DFT the ωB97M-V functional and the def2-TZVPD basis
N 5.265 1.569 0.834
C 3.876 1.150 0.975
C 2.918 2.334 0.692
O 1.802 2.001 -0.125
C 0.745 1.305 0.404
F 0.661 0.108 -0.252
Br 0.772 0.908 2.304
H 5.841 0.756 1.036
H 5.467 1.799 -0.134
H 3.706 0.788 1.990
H 3.572 0.352 0.279
H 2.656 2.883 1.598
H 3.506 3.042 0.100
H -0.180 1.828 0.191
C 3.693 -4.044 2.257
C 3.193 -3.201 1.086
C 4.287 -2.869 0.064
C 5.357 -2.080 0.689
N 6.187 -1.464 1.190
H 4.459 -3.526 2.838
H 2.879 -4.282 2.930
H 4.114 -4.982 1.884
H 2.763 -2.275 1.460
H 2.393 -3.741 0.578
H 3.872 -2.285 -0.758
H 4.720 -3.779 -0.354
C 0.213 1.716 -3.281
C -1.242 1.277 -3.161
C -2.122 1.844 -4.282
C -2.121 3.313 -4.234
N -2.120 4.460 -4.177
H 0.311 2.800 -3.196
H 0.812 1.272 -2.490
H 0.637 1.408 -4.239
H -1.640 1.587 -2.195
H -1.290 0.187 -3.191
H -3.148 1.490 -4.167
H -1.761 1.520 -5.259
C 2.099 -1.902 7.388
C 3.207 -1.127 6.682
C 2.737 -0.467 5.381
C 2.262 -1.475 4.424
N 1.902 -2.263 3.671
H 1.736 -2.726 6.773
H 2.467 -2.328 8.321
H 1.254 -1.252 7.623
H 4.039 -1.800 6.469
H 3.586 -0.351 7.349
H 3.555 0.087 4.918
H 1.925 0.234 5.578
C -5.521 0.069 -6.388
C -5.620 -1.418 -6.706
C -4.438 -2.223 -6.153
C -3.169 -1.753 -6.735
N -2.182 -1.391 -7.196
H -4.630 0.507 -6.840
H -6.383 0.605 -6.783
H -5.478 0.240 -5.310
H -5.671 -1.553 -7.788
H -6.547 -1.817 -6.290
H -4.553 -3.280 -6.392
H -4.380 -2.127 -5.068
C -4.258 1.235 3.076
C -3.999 2.620 2.493
C -4.042 2.641 0.961
C -3.017 1.752 0.401
N -2.211 1.061 -0.038
H -3.492 0.522 2.766
H -4.248 1.272 4.165
H -5.230 0.852 2.760
H -3.025 2.978 2.835
H -4.747 3.318 2.872
H -3.864 3.649 0.587
H -5.018 2.315 0.600
```

Computed properties:
DFT total energy (Ha): -3979.1794
F_max (eV/Å): 1.5
SMILES: NCCO[C@@H](F)Br.CCCC#N.CCCC#N.CCCC#N.CCCC#N.CCCC#N
LUMO energy (eV): 0.427
Kohn-Sham gap (Eh): 0.3540

---

No. 2
An isolated molecule of C20H29N5O4S2 at a distorted geometry. Source: the Open Molecules 2025 dataset; level of theory: the ωB97M-V functional and the def2-TZVPD basis.

```
60
C20H29N5O4S2, DFT the ωB97M-V functional and the def2-TZVPD basis
C 3.934 0.959 1.468
C 3.698 0.377 0.081
C 2.529 0.993 -0.584
N 1.846 1.980 -0.138
N 0.847 2.373 -0.923
C 0.725 1.674 -2.001
N -0.181 1.849 -3.008
C -1.413 2.470 -3.122
O -1.852 2.648 -4.233
C -2.223 2.861 -1.890
N -1.780 2.264 -0.658
C -1.797 0.916 -0.521
O -2.392 0.169 -1.272
C -0.977 0.416 0.626
C -0.870 1.085 1.841
C -0.044 0.593 2.837
C 0.696 -0.559 2.621
C 0.587 -1.218 1.412
S 1.573 -2.690 1.103
O 2.268 -2.503 -0.141
O 2.355 -2.940 2.277
N 0.496 -3.933 0.915
C -0.386 -4.088 2.050
C -0.775 -5.539 2.307
C -0.021 -4.181 -0.416
C 0.358 -5.570 -0.923
C -0.250 -0.752 0.421
C -2.315 4.397 -1.793
C -3.225 4.799 -0.636
C -0.938 5.042 -1.662
S 1.940 0.399 -2.135
H 3.062 0.796 2.095
H 4.114 2.029 1.405
H 4.793 0.478 1.927
H 3.528 -0.702 0.138
H 4.578 0.532 -0.551
H 0.114 1.467 -3.901
H -3.226 2.464 -2.098
H -1.053 2.768 -0.166
H -1.444 1.983 2.011
H 0.032 1.114 3.779
H 1.364 -0.959 3.368
H -1.294 -3.476 1.921
H 0.172 -3.706 2.906
H -1.423 -5.913 1.519
H -1.309 -5.607 3.251
H 0.116 -6.156 2.360
H 0.437 -3.445 -1.078
H -1.109 -4.044 -0.427
H -0.089 -6.352 -0.317
H 1.438 -5.680 -0.892
H 0.021 -5.686 -1.950
H -0.330 -1.270 -0.522
H -2.766 4.734 -2.731
H -3.355 5.878 -0.623
H -4.204 4.337 -0.738
H -2.798 4.494 0.316
H -0.321 4.806 -2.527
H -1.044 6.123 -1.607
H -0.415 4.704 -0.771
```

Computed properties:
DFT total energy (Ha): -2150.6540
F_max (eV/Å): 1.5
SMILES: CCc1nnc(NC(=O)[C@@H](NC(=O)c2cccc(S(=O)(=O)N(CC)CC)c2)C(C)C)s1
LUMO energy (eV): 0.324
Relative energy (zero: lowest compared OMol25 entry of this formula, charge and spin) (kcal per mole): 3.0
Kohn-Sham gap (Eh): 0.3475

---

No. 3
A cluster of 2 separate species, C4H10N2O2 in total. Source: the Open Molecules 2025 dataset; level of theory: the ωB97M-V functional and the def2-TZVPD basis.

```
18
C4H10N2O2, DFT the ωB97M-V functional and the def2-TZVPD basis
C -1.018 1.767 1.059
C -1.154 -1.235 0.434
C 0.205 0.895 0.927
C 0.111 -0.469 0.621
O 1.348 1.470 0.945
H 1.935 1.007 -0.212
H 1.020 -1.042 0.751
H -1.384 2.024 0.059
H -1.829 1.279 1.600
H -0.742 2.691 1.564
H -1.449 -1.780 1.338
H -1.990 -0.597 0.143
H -1.031 -1.999 -0.346
N 1.018 -1.145 -2.103
N 0.890 0.015 -1.467
O 2.104 0.438 -1.129
H 0.140 -1.596 -2.307
H 1.826 -1.722 -1.877
```

Computed properties:
DFT total energy (Ha): -418.2578
F_max (eV/Å): 0.7
LUMO energy (alpha / beta) (eV): -0.062 / -0.281
Relative energy (zero: lowest compared OMol25 entry of this formula, charge and spin) (kcal per mole): 127.5
Kohn-Sham gap (alpha / beta) (Eh): 0.2769 / 0.2655

---

No. 4
A structure of composition C5H6Br3P at a distorted geometry. Source: the Open Molecules 2025 dataset; level of theory: the ωB97M-V functional and the def2-TZVPD basis.

```
15
C5H6Br3P, DFT the ωB97M-V functional and the def2-TZVPD basis
C -0.062 -1.405 0.304
C -0.358 -0.630 1.338
C 0.243 -0.886 -1.107
C -0.415 0.842 1.450
C -0.056 0.539 -1.322
P 0.326 1.890 -0.092
Br 0.892 1.107 -2.948
Br -1.969 0.752 -1.713
Br 2.405 1.192 0.533
H -0.076 -2.410 0.581
H -0.732 -1.117 2.312
H 1.242 -1.088 -1.203
H -0.146 -1.473 -1.924
H -1.440 1.382 1.580
H 0.145 1.306 2.210
```

Computed properties:
DFT total energy (Ha): -8257.4958
F_max (eV/Å): 4.5
LUMO energy (eV): 0.168
Relative energy (zero: lowest compared OMol25 entry of this formula, charge and spin) (kcal per mole): 0.0
Kohn-Sham gap (Eh): 0.3589

---

No. 5
A structure of composition C14H46F3N20O12Ti at a distorted geometry. Source: the Open Molecules 2025 dataset; level of theory: the ωB97M-V functional and the def2-TZVPD basis.

```
96
C14H46F3N20O12Ti, DFT the ωB97M-V functional and the def2-TZVPD basis
Ti 17.979 -13.537 -24.922
C 18.708 -10.536 -18.365
O 19.493 -9.490 -17.917
O 19.075 -10.675 -19.711
C 18.824 -11.737 -17.256
F 18.329 -11.566 -16.093
F 18.154 -12.851 -17.654
F 20.030 -12.148 -17.069
C 19.200 -8.778 -16.684
C 19.723 -7.408 -16.497
H 19.181 -6.889 -15.706
H 20.777 -7.579 -16.281
H 19.407 -6.809 -17.351
H 19.624 -9.394 -15.892
H 18.131 -8.696 -16.486
H 17.681 -10.185 -18.259
C 23.953 -8.372 -11.007
O 24.365 -9.505 -10.957
N 22.734 -8.069 -10.654
N 24.625 -7.439 -11.613
H 22.326 -7.147 -10.710
H 22.268 -8.861 -10.236
H 25.554 -7.665 -11.938
H 24.156 -6.545 -11.648
C 26.937 -13.973 -15.354
O 27.002 -14.590 -16.404
N 27.659 -14.115 -14.258
N 25.996 -13.063 -15.198
H 28.584 -14.507 -14.361
H 27.528 -13.563 -13.422
H 25.293 -13.101 -15.922
H 25.766 -12.888 -14.231
C 15.651 -9.866 -10.403
O 15.789 -10.971 -9.873
N 15.317 -8.735 -9.858
N 15.944 -9.679 -11.639
H 15.014 -8.002 -10.482
H 15.396 -8.663 -8.853
H 16.310 -10.400 -12.243
H 15.982 -8.698 -11.876
C 20.313 -18.362 -20.749
O 19.758 -18.052 -21.850
N 19.941 -19.425 -19.994
N 21.480 -17.912 -20.216
H 19.257 -20.019 -20.440
H 20.591 -19.837 -19.339
H 21.961 -17.284 -20.844
H 21.804 -17.983 -19.262
C 25.249 -13.416 -22.835
O 24.412 -13.788 -23.620
N 25.043 -12.566 -21.901
N 26.358 -14.135 -22.647
H 24.087 -12.390 -21.627
H 25.774 -12.019 -21.469
H 26.883 -13.955 -21.803
H 26.388 -15.048 -23.078
C 22.254 -6.544 -23.139
O 23.192 -6.243 -23.916
N 21.579 -7.551 -23.337
N 21.906 -5.900 -22.048
H 21.800 -7.999 -24.215
H 21.129 -8.149 -22.659
H 22.337 -5.040 -21.742
H 21.596 -6.559 -21.347
C 14.022 -9.890 -26.696
O 15.024 -10.525 -27.052
N 13.834 -9.400 -25.515
N 12.973 -9.621 -27.477
H 14.593 -9.408 -24.849
H 12.916 -9.186 -25.152
H 13.110 -10.104 -28.353
H 12.280 -8.889 -27.434
C 10.656 -11.575 -15.652
O 9.564 -11.704 -16.097
N 11.572 -10.726 -15.966
N 11.146 -12.527 -14.947
H 12.486 -10.835 -15.549
H 11.484 -10.211 -16.830
H 12.059 -12.566 -14.516
H 10.588 -13.368 -14.905
C 12.039 -15.294 -21.205
O 12.841 -15.358 -22.067
N 10.872 -14.751 -21.359
N 12.159 -15.626 -19.936
H 10.489 -14.384 -22.219
H 10.534 -14.458 -20.453
H 11.346 -15.326 -19.417
H 13.067 -15.915 -19.600
C 13.786 -4.585 -21.114
O 13.022 -5.383 -20.620
N 13.776 -4.169 -22.335
N 14.923 -4.339 -20.416
H 14.509 -3.781 -22.912
H 13.046 -4.552 -22.920
H 15.069 -4.700 -19.485
H 15.806 -4.027 -20.794
```

Computed properties:
DFT total energy (Ha): -3707.9340
F_max (eV/Å): 10.1
LUMO energy (alpha / beta) (eV): -3.388 / -1.504
Spin multiplicity: 4
Relative energy (zero: lowest compared OMol25 entry of this formula, charge and spin) (kcal per mole): 224.7
Kohn-Sham gap (alpha / beta) (Eh): 0.0852 / 0.1849

---

No. 6
A cluster of 2 separate species, H5NOS2Si in total at a distorted geometry. Source: the Open Molecules 2025 dataset; level of theory: the ωB97M-V functional and the def2-TZVPD basis.

```
10
H5NOS2Si, DFT the ωB97M-V functional and the def2-TZVPD basis
H -0.754 0.448 -0.710
N 0.195 0.160 -0.528
Si 1.307 1.122 0.136
O 2.800 0.519 0.313
S 3.424 -0.988 -0.009
H 1.635 2.413 0.699
H 2.541 -1.340 -0.961
S -4.099 -0.297 0.281
H -3.747 -1.053 1.320
H -3.303 -0.984 -0.540
```

Computed properties:
DFT total energy (Ha): -1218.8210
F_max (eV/Å): 1.7
SMILES: [H]/N=[SiH]/OS.S
LUMO energy (eV): 0.466
Relative energy (zero: lowest compared OMol25 entry of this formula, charge and spin) (kcal per mole): 55.2
Kohn-Sham gap (Eh): 0.3549

---

No. 7
The ion C3H5N2OS with charge +1 at a distorted geometry. Source: the Open Molecules 2025 dataset; level of theory: the ωB97M-V functional and the def2-TZVPD basis.

```
12
C3H5N2OS, DFT the ωB97M-V functional and the def2-TZVPD basis
C 1.335 0.576 0.657
C 3.451 -0.452 1.404
C 0.316 -0.260 0.312
N 2.721 -0.306 0.389
N -1.124 0.192 0.278
O 1.280 1.781 0.831
S 3.992 -0.694 2.787
H 0.501 -1.322 0.343
H 2.844 -0.804 -0.473
H -1.021 0.972 -0.271
H -1.629 0.445 1.148
H -1.530 -0.606 -0.168
```

Computed properties:
DFT total energy (Ha): -699.9003
F_max (eV/Å): 3.6
Charge: +1
LUMO energy (eV): -5.060
Relative energy (zero: lowest compared OMol25 entry of this formula, charge and spin) (kcal per mole): 47.0
Kohn-Sham gap (Eh): 0.2843

---

No. 8
An isolated molecule of C20H29ClN2O5S. Source: the Open Molecules 2025 dataset; level of theory: the ωB97M-V functional and the def2-TZVPD basis.

```
58
C20H29ClN2O5S, DFT the ωB97M-V functional and the def2-TZVPD basis
C -1.553 -0.040 2.482
C -0.347 0.344 1.683
C 0.893 0.496 2.273
C 2.000 0.855 1.513
Cl 3.529 1.053 2.257
C 1.861 1.057 0.156
S 3.260 1.526 -0.877
O 3.841 2.709 -0.323
O 2.803 1.552 -2.235
N 4.394 0.317 -0.765
C 4.146 -0.889 -1.514
C 3.003 -1.740 -0.920
C 3.075 -3.205 -1.367
C 3.870 -3.851 -0.234
C 3.378 -3.053 0.970
O 3.109 -1.741 0.500
C 0.628 0.916 -0.454
C -0.482 0.562 0.298
O -1.736 0.397 -0.203
C -1.956 0.597 -1.584
C -3.435 0.357 -1.925
O -3.816 0.352 -3.076
N -4.217 0.176 -0.854
C -5.638 -0.090 -0.927
C -6.421 0.935 -0.102
C -6.181 0.761 1.396
C -6.524 -0.660 1.834
C -5.705 -1.677 1.045
C -5.949 -1.515 -0.453
H -2.297 0.755 2.439
H -1.288 -0.218 3.520
H -2.003 -0.941 2.069
H 1.011 0.333 3.332
H 4.644 0.141 0.198
H 5.076 -1.463 -1.533
H 3.887 -0.579 -2.526
H 2.047 -1.273 -1.184
H 2.073 -3.633 -1.415
H 3.550 -3.307 -2.340
H 4.939 -3.696 -0.381
H 3.678 -4.916 -0.131
H 2.451 -3.485 1.372
H 4.112 -2.981 1.776
H 0.586 1.096 -1.516
H -1.355 -0.093 -2.189
H -1.703 1.622 -1.881
H -3.783 0.182 0.055
H -5.900 0.008 -1.986
H -7.484 0.806 -0.313
H -6.137 1.942 -0.414
H -6.795 1.477 1.946
H -5.137 0.976 1.635
H -6.334 -0.776 2.903
H -7.587 -0.842 1.662
H -5.979 -2.689 1.350
H -4.644 -1.544 1.267
H -6.996 -1.730 -0.674
H -5.335 -2.221 -1.014
```

Computed properties:
DFT total energy (Ha): -2123.6153
F_max (eV/Å): 1.0
SMILES: Cc1cc(Cl)c(S(=O)(=O)NC[C@H]2CCCO2)cc1OCC(=O)NC1CCCCC1
LUMO energy (eV): 0.420
Relative energy (zero: lowest compared OMol25 entry of this formula, charge and spin) (kcal per mole): 1.9
Kohn-Sham gap (Eh): 0.3413

---

Question: Which value of DFT total energy does entry 3 give?
Answer: -418.2578 Ha